This record from OMol25 describes a structure of composition C29H26BrF2N3Y. The level of theory is wB97M-V/def2-TZVPD.

XYZ file:
```
62
C29H26BrF2N3Y | OMol25 | wB97M-V/def2-TZVPD
Y -0.871 0.202 -0.176
F 1.554 0.581 4.927
C 0.708 -0.097 4.137
C 0.709 0.152 2.777
C -0.138 -0.536 1.904
C -0.987 -1.510 2.484
C -0.986 -1.700 3.865
F -1.857 -2.557 4.434
C -0.153 -1.005 4.716
C -1.868 -2.328 1.612
C -2.152 -3.664 1.889
C -2.966 -4.377 1.028
C -3.487 -3.750 -0.097
C -3.136 -2.436 -0.324
N -2.340 -1.740 0.496
H 1.391 0.916 2.412
H -0.198 -1.150 5.786
H -1.736 -4.144 2.761
H -3.185 -5.417 1.234
H -4.138 -4.265 -0.787
H -3.494 -1.904 -1.197
C -0.057 5.795 -1.705
C 0.626 4.564 -1.754
C 0.037 3.432 -1.264
C -1.265 3.452 -0.700
C -1.862 2.259 -0.177
C -3.136 2.385 0.342
C -3.839 3.611 0.359
C -3.258 4.743 -0.132
C -1.949 4.697 -0.667
C -1.312 5.856 -1.171
H 0.423 6.683 -2.095
H 1.622 4.529 -2.182
H 0.569 2.482 -1.301
H -3.647 1.521 0.767
H -4.844 3.638 0.763
H -3.789 5.688 -0.124
H -1.840 6.802 -1.127
N 4.636 0.398 -3.456
C 4.252 0.389 -2.010
C 2.777 0.781 -1.861
N 2.239 0.578 -0.528
H 5.567 0.012 -3.609
H 4.624 1.348 -3.829
H 3.976 -0.141 -4.049
H 4.907 1.075 -1.477
H 4.408 -0.617 -1.622
H 2.191 0.183 -2.558
H 2.641 1.833 -2.124
H 2.621 1.251 0.128
H 2.441 -0.352 -0.173
Br 2.526 -1.040 -6.007
C 1.197 -0.948 -4.595
C 1.234 -1.902 -3.594
C 0.399 -1.722 -2.495
C -0.444 -0.609 -2.330
C -0.491 0.261 -3.433
C 0.322 0.120 -4.556
H 1.901 -2.753 -3.661
H 0.435 -2.490 -1.724
H -1.174 1.107 -3.419
H 0.281 0.841 -5.363
```

Values from the calculation:
- Charge: +1
- HOMO level: -9.936 eV



This record from OMol25 describes the molecule C5H6O2. The level of theory is wB97M-V/def2-TZVPD.

XYZ file:
```
13
C5H6O2 | OMol25 | wB97M-V/def2-TZVPD
O 1.225 1.891 1.172
C 0.877 0.889 0.567
C 1.569 -0.257 0.096
O 0.819 -1.279 -0.484
C -0.469 -0.890 -0.668
C -1.285 -0.422 0.451
C -0.520 0.728 -0.178
H 2.562 -0.570 0.387
H 0.537 0.702 -0.924
H -0.915 -1.257 -1.588
H -0.977 -0.686 1.463
H -2.356 -0.437 0.267
H -1.067 1.586 -0.562
```

Values from the calculation:
- Relative energy (zero: lowest compared OMol25 entry of this formula, charge and spin): 5.319 eV
- Charge: 0
- HOMO level: -7.967 eV



This record from OMol25 describes a cluster of 2 separate species, C3H9NO3 in total. The level of theory is wB97M-V/def2-TZVPD.

XYZ file:
```
16
C3H9NO3 | OMol25 | wB97M-V/def2-TZVPD
C 0.931 -0.353 0.558
N -0.484 0.024 0.538
C -1.349 -0.390 -0.574
C -0.673 -1.386 -1.477
O -0.881 -2.667 -1.074
O 0.075 -1.123 -2.375
H 1.126 -1.305 0.070
H 1.280 -0.391 1.587
H 1.536 0.388 0.043
H -0.476 1.029 0.581
H -1.601 0.502 -1.141
H -2.286 -0.862 -0.261
H -0.070 -3.158 -1.265
H 2.352 5.371 3.378
H 1.739 4.150 2.678
O 1.519 4.911 3.240
```

Values from the calculation:
- Relative energy (zero: lowest compared OMol25 entry of this formula, charge and spin): 1.606 eV
- SMILES string: CNCC(=O)O.O
- Charge: 0
- HOMO level: -9.058 eV



This record from OMol25 describes a structure of composition C32H72F2KN5O4S2. The level of theory is wB97M-V/def2-TZVPD.

XYZ file:
```
118
C32H72F2KN5O4S2 | OMol25 | wB97M-V/def2-TZVPD
K -2.354 3.513 -1.721
C 4.842 -4.997 3.299
C 4.760 -3.483 3.046
C 3.655 -2.895 3.882
N 3.519 -1.392 3.810
C 2.962 -0.988 2.477
C 2.547 -0.931 4.896
C 2.979 0.496 5.242
C 4.385 0.673 4.707
C 4.826 -0.678 4.123
H 5.076 -5.229 4.337
H 5.579 -5.463 2.651
H 3.881 -5.483 3.105
H 4.710 -3.242 1.984
H 5.734 -3.115 3.385
H 3.783 -3.155 4.932
H 2.716 -3.362 3.574
H 3.626 -1.306 1.677
H 2.925 0.100 2.466
H 1.977 -1.427 2.354
H 1.538 -1.023 4.497
H 2.566 -1.655 5.709
H 2.269 1.224 4.850
H 2.937 0.643 6.321
H 4.423 1.484 3.981
H 5.055 0.947 5.520
H 5.319 -0.625 3.159
H 5.259 -1.247 4.941
C 3.374 4.156 -0.792
C 3.148 3.062 -1.834
C 1.711 2.962 -2.320
N 1.519 1.763 -3.299
C 2.063 0.485 -2.743
C 2.240 2.129 -4.597
C 1.570 1.280 -5.669
C 0.141 1.036 -5.173
C 0.045 1.535 -3.723
H 4.381 4.310 -0.410
H 2.810 3.864 0.098
H 3.017 5.157 -1.042
H 3.305 2.089 -1.370
H 3.875 3.234 -2.627
H 1.359 3.776 -2.955
H 0.943 2.698 -1.591
H 3.147 0.574 -2.797
H 1.852 -0.349 -3.409
H 1.752 0.352 -1.709
H 3.300 1.910 -4.500
H 2.140 3.197 -4.771
H 2.016 0.301 -5.817
H 1.502 1.777 -6.635
H -0.074 -0.031 -5.217
H -0.689 1.534 -5.675
H -0.324 0.823 -2.989
H -0.337 2.556 -3.662
C -2.844 -2.080 -3.784
C -2.741 -3.547 -4.225
C -1.328 -3.996 -4.574
N -1.267 -5.508 -4.836
C -1.658 -6.316 -3.644
C -2.120 -5.897 -6.046
C -1.364 -6.966 -6.852
C 0.032 -7.079 -6.225
C 0.116 -5.846 -5.336
H -2.397 -1.891 -2.809
H -3.924 -1.981 -3.660
H -2.502 -1.376 -4.543
H -3.402 -3.765 -5.069
H -3.229 -4.145 -3.451
H -0.695 -3.913 -3.690
H -0.999 -3.482 -5.471
H -1.406 -7.344 -3.910
H -2.713 -6.265 -3.409
H -0.972 -6.064 -2.838
H -3.119 -6.136 -5.691
H -2.205 -4.995 -6.650
H -1.899 -7.898 -7.006
H -1.259 -6.533 -7.847
H 0.179 -7.941 -5.573
H 0.859 -7.089 -6.930
H 0.787 -5.970 -4.484
H 0.460 -4.960 -5.869
C -2.086 6.638 2.457
C -2.575 5.845 3.681
C -3.770 4.951 3.327
N -4.213 4.093 4.503
C -4.640 4.976 5.649
C -3.146 3.080 4.945
C -3.839 1.728 4.976
C -4.895 1.818 3.833
C -5.378 3.262 4.019
H -2.934 7.140 1.992
H -1.629 5.993 1.696
H -1.330 7.355 2.765
H -2.989 6.567 4.384
H -1.795 5.211 4.099
H -3.553 4.243 2.526
H -4.608 5.599 3.076
H -5.244 4.462 6.390
H -5.179 5.805 5.198
H -3.741 5.336 6.142
H -2.756 3.440 5.890
H -2.426 3.073 4.131
H -4.317 1.363 5.883
H -3.155 0.924 4.697
H -5.700 1.106 3.980
H -4.406 1.650 2.874
H -6.115 3.241 4.821
H -5.842 3.717 3.149
N -1.225 2.022 0.159
S -0.005 2.260 1.313
O 1.268 1.680 0.991
O -0.462 2.195 2.663
F 0.163 3.801 1.022
S -1.564 0.588 0.438
O -2.612 0.307 1.376
O -0.536 -0.402 0.336
F -2.441 0.351 -0.937
```

Values from the calculation:
- Relative energy (zero: lowest compared OMol25 entry of this formula, charge and spin): 0.000 eV
- Charge: +4
- HOMO level: -18.773 eV



This record from OMol25 describes a cluster of 3 separate species, C12H22ClN4 in total. The level of theory is wB97M-V/def2-TZVPD.

XYZ file:
```
39
C12H22ClN4 | OMol25 | wB97M-V/def2-TZVPD
C -13.804 -8.149 -16.288
C -15.202 -8.029 -16.858
N -15.976 -9.233 -16.868
C -16.204 -10.061 -17.964
C -16.761 -11.294 -17.570
N -16.967 -11.163 -16.145
C -16.472 -9.920 -15.761
C -17.383 -12.152 -15.190
H -13.145 -7.394 -16.715
H -13.353 -9.067 -16.666
H -13.903 -7.919 -15.227
H -15.075 -7.775 -17.911
H -15.759 -7.259 -16.324
H -15.812 -9.742 -18.918
H -16.970 -12.255 -18.016
H -16.304 -9.532 -14.767
H -17.220 -13.172 -15.538
H -18.467 -12.045 -15.173
H -17.055 -12.015 -14.160
C -22.849 -16.291 -18.791
C -21.927 -17.514 -18.804
N -21.002 -17.613 -17.631
C -20.165 -16.705 -17.085
C -19.375 -17.287 -16.104
N -19.723 -18.610 -16.064
C -20.620 -18.794 -17.051
C -19.202 -19.684 -15.197
H -23.722 -16.688 -19.308
H -22.459 -15.380 -19.246
H -23.108 -16.010 -17.771
H -21.228 -17.479 -19.640
H -22.441 -18.473 -18.865
H -20.207 -15.721 -17.527
H -18.553 -16.940 -15.495
H -21.031 -19.742 -17.365
H -19.960 -20.453 -15.049
H -18.883 -19.242 -14.253
H -18.340 -20.043 -15.759
Cl -16.595 -15.531 -13.981
```

Values from the calculation:
- Relative energy (zero: lowest compared OMol25 entry of this formula, charge and spin): 2.067 eV
- Charge: +1
- HOMO level: -9.042 eV



This record from OMol25 describes the molecule C5H10O2. The level of theory is wB97M-V/def2-TZVPD.

XYZ file:
```
17
C5H10O2 | OMol25 | wB97M-V/def2-TZVPD
O -2.174 -1.154 -0.555
C -1.814 -0.120 0.354
C -0.765 0.899 -0.164
C 0.814 0.916 0.800
C 1.901 -0.168 0.347
C 1.016 -0.731 -0.754
O 0.250 0.417 -1.103
H -2.239 -0.776 -1.440
H -1.417 -0.641 1.227
H -2.719 0.420 0.700
H -1.357 1.584 -0.863
H 0.372 0.585 1.708
H 1.191 1.928 0.776
H 2.223 -0.866 1.150
H 2.829 0.265 -0.072
H 0.370 -1.555 -0.426
H 1.519 -1.004 -1.685
```

Values from the calculation:
- Relative energy (zero: lowest compared OMol25 entry of this formula, charge and spin): 5.065 eV
- SMILES string: OC[C@H]1CCCO1
- Charge: 0
- HOMO level: -8.478 eV



This record from OMol25 describes a cluster of 11 separate species, C16H54O11 in total. The level of theory is wB97M-V/def2-TZVPD.

XYZ file:
```
81
C16H54O11 | OMol25 | wB97M-V/def2-TZVPD
C -3.002 -2.383 0.577
C -1.958 -3.099 1.364
O -1.892 -2.412 2.599
H -2.724 -1.376 0.372
H -3.926 -2.329 1.178
H -3.250 -2.886 -0.360
H -0.963 -3.280 0.955
H -2.218 -4.227 1.523
H -1.489 -3.010 3.196
C 3.282 -0.945 -0.878
C 3.141 -0.094 -2.170
O 3.785 1.120 -1.815
H 4.255 -0.902 -0.546
H 2.909 -1.945 -1.083
H 2.673 -0.588 -0.082
H 2.096 0.237 -2.487
H 3.734 -0.451 -3.049
H 4.681 0.906 -2.089
C -0.754 -3.608 -2.173
C 0.528 -2.911 -2.566
O 0.550 -2.929 -3.999
H -0.838 -4.486 -2.875
H -1.592 -2.964 -2.258
H -0.733 -3.973 -1.165
H 1.328 -3.331 -1.949
H 0.485 -1.816 -2.314
H 0.877 -2.073 -4.232
C -3.074 4.006 0.840
C -2.444 2.938 -0.115
O -2.780 1.686 0.495
H -2.414 4.238 1.699
H -3.965 3.651 1.286
H -3.197 4.957 0.297
H -1.379 3.149 -0.285
H -2.947 3.071 -1.074
H -2.354 1.594 1.335
C 1.499 3.600 -2.009
C 1.537 4.929 -2.570
O 1.534 5.879 -1.563
H 0.655 3.270 -1.454
H 2.297 3.530 -1.292
H 1.639 2.896 -2.822
H 0.677 5.172 -3.245
H 2.365 5.145 -3.103
H 1.066 6.589 -1.941
C -4.474 -0.097 3.048
O -3.157 0.131 2.959
H -4.888 0.555 3.757
H -4.606 -1.137 3.093
H -4.829 0.195 2.039
H -2.717 -0.739 2.689
C 1.820 2.868 1.623
O 2.393 1.765 1.041
H 2.307 3.213 2.542
H 0.842 2.553 1.835
H 1.809 3.709 0.887
H 3.274 2.012 0.740
C -0.020 -0.557 0.544
O 0.012 0.710 -0.017
H 1.014 -0.818 0.861
H -0.438 -1.324 -0.107
H -0.625 -0.604 1.436
H 0.827 1.138 0.086
C 1.908 -4.016 1.118
O 2.787 -5.073 1.568
H 1.685 -4.043 0.014
H 2.439 -3.085 1.287
H 0.891 -4.047 1.574
H 3.616 -4.834 1.122
C -1.074 0.590 -2.969
O -1.998 0.196 -1.984
H -0.620 1.646 -3.114
H -1.665 0.421 -3.927
H -0.289 -0.204 -2.967
H -1.980 0.773 -1.205
C 1.420 -0.754 3.590
O 0.550 -1.726 4.111
H 0.833 -0.043 3.077
H 2.139 -1.174 2.949
H 2.080 -0.264 4.333
H 1.028 -2.506 4.254
```

Values from the calculation:
- Relative energy (zero: lowest compared OMol25 entry of this formula, charge and spin): 6.163 eV
- SMILES string: CCO.CCO.CCO.CCO.CCO.CO.CO.CO.CO.CO.CO
- Charge: 0
- HOMO level: -9.204 eV



This record from OMol25 describes a cluster of 8 separate species, C37H80ClN2O16P2 in total. The level of theory is wB97M-V/def2-TZVPD.

XYZ file:
```
138
C37H80ClN2O16P2 | OMol25 | wB97M-V/def2-TZVPD
C -0.477 1.981 -1.604
C 0.600 1.130 -1.503
P 1.923 1.461 -0.129
C 3.252 0.421 -1.040
N 3.330 0.686 -2.508
C 2.364 3.060 -1.116
C 3.793 3.490 -1.272
O 3.988 4.192 -2.544
N 1.493 -0.051 0.846
C 0.831 0.092 2.131
C 1.520 -0.647 3.320
C 2.718 -1.509 2.945
C 3.350 -2.099 4.223
P 3.270 1.935 1.709
O 4.878 1.980 1.247
Cl 2.832 4.015 2.069
H -1.288 2.041 -0.890
H -0.576 2.560 -2.528
H 0.602 0.295 -2.208
H 0.909 2.239 0.576
H 2.951 -0.612 -0.913
H 4.251 0.513 -0.614
H 3.125 -0.175 -2.994
H 4.279 0.949 -2.740
H 1.789 3.877 -0.681
H 1.956 2.924 -2.112
H 4.531 2.694 -1.223
H 4.057 4.226 -0.512
H 4.688 3.746 -3.018
H 0.944 -0.650 0.248
H 0.652 1.137 2.394
H -0.157 -0.371 2.051
H 0.789 -1.339 3.748
H 1.804 0.057 4.101
H 3.481 -0.898 2.467
H 2.396 -2.298 2.267
H 2.772 -2.950 4.574
H 3.355 -1.312 4.970
H 4.376 -2.409 4.022
H 5.410 2.017 2.043
O -2.976 1.299 0.863
C -3.841 1.312 0.034
O -4.826 2.235 0.129
C -5.791 2.437 -0.904
C -6.947 1.460 -0.803
C -3.882 0.276 -1.069
H -5.314 2.420 -1.883
H -6.150 3.453 -0.753
H -6.613 0.430 -0.931
H -7.694 1.677 -1.568
H -7.417 1.534 0.178
H -4.319 -0.639 -0.668
H -2.854 0.082 -1.370
H -4.431 0.581 -1.956
O -4.176 5.049 -2.777
C -3.244 5.680 -2.340
O -2.004 5.230 -2.534
C -0.827 5.986 -2.184
C -0.472 5.837 -0.723
C -3.467 6.929 -1.515
H -0.945 7.030 -2.481
H -0.035 5.571 -2.803
H -1.263 6.222 -0.077
H 0.452 6.368 -0.496
H -0.342 4.780 -0.486
H -3.696 6.630 -0.493
H -4.323 7.457 -1.927
H -2.624 7.615 -1.503
O 1.329 -1.715 -2.602
C 1.131 -2.887 -2.442
O 2.022 -3.595 -1.716
C 1.788 -4.946 -1.316
C 2.166 -5.935 -2.400
C -0.050 -3.592 -3.064
H 0.758 -5.078 -0.983
H 2.424 -5.088 -0.444
H 1.558 -5.802 -3.294
H 2.032 -6.957 -2.042
H 3.209 -5.796 -2.686
H 0.182 -3.833 -4.101
H -0.893 -2.906 -3.045
H -0.351 -4.490 -2.534
O -1.896 -5.749 -1.474
C -3.008 -5.465 -1.111
O -3.911 -5.112 -2.036
C -5.299 -4.901 -1.747
C -5.563 -3.500 -1.236
C -3.362 -5.432 0.357
H -5.669 -5.670 -1.067
H -5.803 -5.056 -2.699
H -5.049 -3.309 -0.293
H -6.631 -3.351 -1.082
H -5.206 -2.766 -1.958
H -3.017 -4.487 0.775
H -2.834 -6.245 0.848
H -4.422 -5.552 0.566
O -6.583 -7.402 -5.625
C -5.614 -8.010 -5.263
O -5.212 -7.879 -3.984
C -4.170 -8.672 -3.404
C -2.791 -8.119 -3.689
C -4.801 -8.855 -6.218
H -4.271 -9.716 -3.706
H -4.367 -8.638 -2.333
H -2.563 -8.119 -4.755
H -2.032 -8.710 -3.176
H -2.725 -7.090 -3.340
H -4.131 -8.200 -6.774
H -5.488 -9.325 -6.917
H -4.219 -9.639 -5.743
O 3.200 8.384 -1.341
C 4.137 7.849 -0.813
O 4.179 7.820 0.535
C 5.137 7.044 1.260
C 6.456 7.773 1.421
C 5.287 7.283 -1.615
H 5.255 6.061 0.804
H 4.680 6.880 2.233
H 6.929 7.969 0.459
H 7.143 7.180 2.027
H 6.297 8.734 1.910
H 5.945 8.103 -1.901
H 4.870 6.828 -2.510
H 5.860 6.514 -1.104
O 1.682 -1.820 6.803
C 1.760 -1.024 7.693
O 2.070 0.252 7.383
C 2.044 1.320 8.327
C 3.330 1.409 9.123
C 1.597 -1.423 9.146
H 1.164 1.246 8.969
H 1.919 2.218 7.724
H 3.496 0.512 9.722
H 3.304 2.269 9.792
H 4.179 1.514 8.447
H 2.538 -1.844 9.497
H 0.830 -2.190 9.197
H 1.301 -0.611 9.806
```

Values from the calculation:
- Charge: -1
- HOMO level: -2.820 eV



Table of HOMO-LUMO gap (Eh), in record order: 0.2435; 0.3179; 0.3516; 0.3700; 0.2371; 0.3418; 0.3503; 0.1674
Table of maximum force (eV/Å), in record order: 1.08; 0.38; 0.61; 8.69; 5.05; 5.21; 5.22; 2.27